Record 1
DFT (the ωB97M-V functional and the def2-TZVPD basis) results for a gas-phase ion, C3H10NS2 (charge +1) in a non-equilibrium geometry.

CARTESIAN COORDINATES (ANGSTROEM)
C (-2.5327, 1.6414, 0.6452)
S (-0.7759, 1.0335, 0.9204)
S (0.0608, 1.3558, -0.9716)
C (0.3326, -0.4595, -1.3704)
C (1.1403, -1.3090, -0.3485)
N (1.7257, -0.6016, 0.8298)
H (-3.0047, 0.9924, -0.1020)
H (-2.9638, 1.3230, 1.5874)
H (-2.4929, 2.6356, 0.2352)
H (-0.5964, -0.9478, -1.6705)
H (0.9828, -0.4552, -2.2469)
H (1.9000, -1.7942, -0.9324)
H (0.4782, -2.0869, 0.0421)
H (1.1667, -0.4836, 1.6781)
H (2.5183, -1.1815, 1.1206)
H (2.0610, 0.3375, 0.5834)

The calculation puts the highest occupied orbital energy at -12.72 eV. For the LUMO energy, the calculation gives -3.589 eV. The net charge is +1. As for the HOMO-LUMO gap: 9.13 eV.

These are the natural (NBO) partial charges, in e, on atoms 1 to 6: atom 1 (C): -0.67, atom 2 (S): -0.02, atom 3 (S): 0.12, atom 4 (C): -0.54, atom 5 (C): -0.25, atom 6 (N): -0.68

---

Record 2
DFT (the ωB97M-V functional and the def2-TZVPD basis) results for 3 unconnected molecules or ions with the total composition C3H10NS3 in a non-equilibrium geometry.

CARTESIAN COORDINATES (ANGSTROEM)
C (-2.4666, 1.1840, 0.0304)
C (-1.1886, 1.7315, -0.0086)
C (0.0384, 1.3205, 0.6349)
N (2.7868, -0.8480, -0.1080)
S (-0.5081, -2.5077, -0.4779)
S (1.7485, -0.2253, -1.2224)
S (4.0220, -1.7668, 0.0609)
H (-3.2378, 1.9370, 0.0787)
H (-2.9302, 0.6472, -0.8510)
H (-2.6220, 0.5743, 0.9102)
H (-0.9454, 2.5118, -0.6792)
H (-0.3169, -3.7135, -0.0613)
H (0.8421, 1.9897, 0.4957)
H (0.0065, 1.0352, 1.7328)
H (-0.1268, -1.9661, 0.5982)
H (0.4656, 0.1928, 0.1368)
H (4.4327, -2.0965, -1.2701)

The calculation puts the highest occupied orbital energy (spin up / spin down) at -12.38 / -12.38 eV. For the LUMO energy (spin up / spin down), the calculation gives -5.596 / -5.595 eV. The net charge is +1. As for the HOMO-LUMO gap (spin up / spin down): 6.78 / 6.78 eV.

These are the natural (NBO) partial charges, in e, on atoms 1 to 6: atom 1 (C): -0.77, atom 2 (C): 0.25, atom 3 (C): -0.74, atom 4 (N): -0.76, atom 5 (S): -0.25, atom 6 (S): 0.34

---

Record 3
DFT (the ωB97M-V functional and the def2-TZVPD basis) results for a molecular structure, C3H10NS3 in a non-equilibrium geometry.

CARTESIAN COORDINATES (ANGSTROEM)
C (0.9197, -1.1929, -1.5288)
C (0.8772, 0.1657, 0.9318)
C (-1.0626, 0.5393, 0.8856)
N (-1.1805, 1.4448, -0.1807)
S (-1.9121, -1.0497, 0.6401)
S (-1.4483, 1.2022, 2.5875)
S (1.5639, 0.2775, -0.6474)
H (-0.0818, -1.4155, -1.2458)
H (1.4695, -2.0792, -1.2363)
H (0.9859, -1.0585, -2.5132)
H (1.5036, 0.6761, 1.6278)
H (0.5212, -0.8237, 1.2057)
H (-1.2522, 2.4198, 0.0408)
H (-1.5606, 1.2669, -1.1519)
H (0.5189, 1.0876, -1.0334)
H (-2.0375, -1.1749, 2.1022)
H (-0.3709, 1.9838, 2.4752)

The calculation puts the highest occupied orbital energy at -13.24 eV. For the LUMO energy, the calculation gives -3.405 eV. The net charge is +1. As for the HOMO-LUMO gap: 9.83 eV.

These are the natural (NBO) partial charges, in e, on atoms 1 to 6: atom 1 (C): -0.71, atom 2 (C): -0.70, atom 3 (C): -0.07, atom 4 (N): -0.90, atom 5 (S): 0.01, atom 6 (S): 0.08

---

Record 4
DFT (the ωB97M-V functional and the def2-TZVPD basis) results for 2 unconnected molecules or ions with the total composition C3H10NSi in a non-equilibrium geometry.

CARTESIAN COORDINATES (ANGSTROEM)
C (-2.1580, -1.1852, -0.5998)
C (-0.9150, -1.1553, -0.0279)
C (0.1357, -0.2077, -0.4560)
N (-0.0809, 1.9849, 0.7160)
Si (1.9886, -0.4445, -0.0357)
H (-2.8224, -1.9510, -0.2110)
H (-2.3883, -0.3162, -1.1856)
H (-0.6392, -1.7703, 0.7232)
H (-0.0011, 0.3475, -1.3879)
H (-0.9575, 1.6879, 1.2191)
H (-0.0281, 2.4819, -0.1353)
H (0.5949, 2.2293, 1.3291)
H (2.6010, -1.1392, -1.1849)
H (2.5909, 0.8436, 0.2529)
H (2.0793, -1.4057, 0.9836)

The calculation puts the highest occupied orbital energy (spin up / spin down) at -14.79 / -14.79 eV. For the LUMO energy (spin up / spin down), the calculation gives -6.452 / -6.452 eV. The net charge is +1. As for the HOMO-LUMO gap (spin up / spin down): 8.34 / 8.34 eV.

These are the natural (NBO) partial charges, in e, on atoms 1 to 6: atom 1 (C): -0.11, atom 2 (C): -0.34, atom 3 (C): -0.19, atom 4 (N): -0.95, atom 5 (Si): 0.85, atom 6 (H): 0.24

---

Record 5
DFT (the ωB97M-V functional and the def2-TZVPD basis) results for 2 unconnected molecules or ions with the total composition C3H10O in a non-equilibrium geometry.

CARTESIAN COORDINATES (ANGSTROEM)
C (-1.3829, -1.2675, -0.3370)
C (-1.4431, 0.2401, -0.2614)
H (-1.6893, -1.6974, 0.5974)
H (-2.2023, -1.6472, -0.9715)
H (-0.4178, -1.6027, -0.6885)
H (-2.4950, 0.5615, -0.1219)
H (-0.8612, 0.6941, 0.5852)
H (-1.1798, 0.8186, -1.1076)
C (2.1750, 0.7655, 0.6452)
O (1.9015, 0.7590, -0.7474)
H (2.8669, -0.0887, 0.9466)
H (1.1826, 0.6176, 1.1664)
H (2.5482, 1.6506, 1.2012)
H (0.9971, 0.1965, -0.9067)

The calculation puts the highest occupied orbital energy at -10.30 eV. For the LUMO energy, the calculation gives 0.930 eV. The net charge is 0. As for the HOMO-LUMO gap: 11.23 eV.

These are the natural (NBO) partial charges, in e, on atoms 1 to 6: atom 1 (C): -0.62, atom 2 (C): -0.63, atom 3 (H): 0.21, atom 4 (H): 0.21, atom 5 (H): 0.20, atom 6 (H): 0.21

---

Record 6
DFT (the ωB97M-V functional and the def2-TZVPD basis) results for 3 unconnected molecules or ions with the total composition C3H10O2 in a non-equilibrium geometry.

CARTESIAN COORDINATES (ANGSTROEM)
C (0.4564, -1.0416, 1.0611)
C (1.4457, -0.2620, 0.3529)
C (2.9133, -0.6997, 0.4984)
H (-0.5949, -0.9308, 0.7958)
H (0.7278, -1.6560, 1.8765)
H (0.8664, 0.5323, -0.1197)
H (3.2830, -0.4878, 1.5139)
H (3.4368, -0.2226, -0.3352)
H (2.9701, -1.7819, 0.2297)
O (-2.7042, 2.8840, -0.3654)
H (-2.9303, 1.9869, -0.7306)
H (-2.0511, 2.6654, 0.2595)
O (-2.7399, 0.0853, -1.6991)
H (-1.8414, -0.3122, -1.6628)
H (-3.2377, -0.7592, -1.6752)

The calculation puts the highest occupied orbital energy at -9.32 eV. For the LUMO energy, the calculation gives 0.486 eV. The net charge is 0. As for the HOMO-LUMO gap: 9.80 eV.

These are the natural (NBO) partial charges, in e, on atoms 1 to 6: atom 1 (C): -0.41, atom 2 (C): -0.19, atom 3 (C): -0.66, atom 4 (H): 0.18, atom 5 (H): 0.18, atom 6 (H): 0.21

---

Record 7
DFT (the ωB97M-V functional and the def2-TZVPD basis) results for 3 unconnected molecules or ions with the total composition C3H10O2 in a non-equilibrium geometry.

CARTESIAN COORDINATES (ANGSTROEM)
C (-0.3996, -1.0206, 0.4008)
C (-0.5247, 0.0810, 1.1456)
C (-1.6834, 1.0080, 1.1048)
H (0.2031, -1.8888, 0.6175)
H (-1.0338, -1.0775, -0.4767)
H (0.2317, 0.3490, 1.8817)
H (-2.1521, 1.0439, 2.0878)
H (-2.4535, 0.7089, 0.3903)
H (-1.5156, 2.0580, 0.8371)
O (2.5633, -0.5718, -0.3301)
H (1.7544, -0.2851, 0.0828)
H (3.2622, -0.5456, 0.3452)
O (0.4431, -0.3314, -2.7212)
H (0.1826, 0.4370, -3.2030)
H (1.1224, 0.0350, -2.1627)

The calculation puts the highest occupied orbital energy at -9.65 eV. For the LUMO energy, the calculation gives 0.835 eV. The net charge is 0. As for the HOMO-LUMO gap: 10.48 eV.

These are the natural (NBO) partial charges, in e, on atoms 1 to 6: atom 1 (C): -0.42, atom 2 (C): -0.19, atom 3 (C): -0.65, atom 4 (H): 0.22, atom 5 (H): 0.21, atom 6 (H): 0.18

---

Record 8
DFT (the ωB97M-V functional and the def2-TZVPD basis) results for 2 unconnected molecules or ions with the total composition C3H10O2S in a non-equilibrium geometry.

CARTESIAN COORDINATES (ANGSTROEM)
O (1.3743, -1.1022, -0.5065)
C (0.4720, -1.1217, -1.6708)
C (-0.5574, -0.0038, -1.6419)
C (-0.8998, 0.3660, -0.1838)
S (-2.2647, 1.5645, 0.0676)
H (1.9558, -1.7812, -0.8599)
H (-0.1224, -2.0335, -1.5893)
H (1.0876, -1.0758, -2.5736)
H (-1.5822, -0.4005, -2.1590)
H (-0.3762, 0.9196, -2.1813)
H (-1.2316, -0.5323, 0.3083)
H (0.0036, 0.7402, 0.2783)
H (-1.7905, 2.0064, 1.2612)
O (1.0233, 0.6555, 4.0291)
H (1.9382, 0.3579, 3.9627)
H (0.9699, 1.4411, 3.4590)

The calculation puts the highest occupied orbital energy at -8.96 eV. For the LUMO energy, the calculation gives 0.618 eV. The net charge is 0. As for the HOMO-LUMO gap: 9.58 eV.

These are the natural (NBO) partial charges, in e, on atoms 1 to 6: atom 1 (O): -0.72, atom 2 (C): -0.09, atom 3 (C): -0.42, atom 4 (C): -0.50, atom 5 (S): -0.06, atom 6 (H): 0.47

---

Table of E_tot (eV), in record order: -26426.742, -37257.028, -37259.403, -12630.656, -5319.285, -7366.299, -7367.150, -18202.371
Table of ΔE to the lowest compared entry with this formula, charge and spin (eV), in record order: 0.808, 3.998, 1.622, 2.190, 1.328, 1.777, 0.926, 0.693